No. 1
Density functional theory data (the ωB97M-V functional and the def2-TZVPD basis) for a cluster of 2 separate species, C2H3NO2S2 in total at a distorted geometry.

```
10
Properties=species:S:1:pos:R:3:lowdin_charge:R:1
S -2.41101 0.60969 0.73378 0.72
S -0.75668 -1.73440 -0.16055 0.82
O 1.83808 -0.73538 0.10748 -0.04
O 1.69907 1.06938 1.30173 0.05
N 1.35421 0.38290 0.33184 -0.45
C -1.28825 -0.15908 -0.01580 -1.19
C 0.44339 0.88660 -0.72301 0.04
H 0.04981 1.83594 -0.94787 0.09
H -1.48942 -2.34912 0.82751 -0.07
H 0.56081 0.19346 -1.45512 0.03
```

Properties
energy above the lowest of the compared OMol25 structures with the same formula, charge and spin = 5.917 eV
F_max = 5.002 eV/Å
E_HOMO = -9.0509 eV
orbital gap = 7.758 eV
electronic energy = -1079.403334 Ha


No. 2
Density functional theory data (the ωB97M-V functional and the def2-TZVPD basis) for the ion C6H9N2O3S with charge -1 at a distorted geometry.

```
21
Properties=species:S:1:pos:R:3:lowdin_charge:R:1
S 0.64084 0.34289 -2.07589 0.82
O -0.96317 -1.54815 1.72000 -0.05
O 1.63192 0.16046 0.92604 0.03
O 0.70141 -2.09555 3.13116 -0.04
N 1.08269 -1.74358 -0.32974 -0.05
N 0.28483 1.73077 2.20996 0.16
C 0.96283 0.95673 1.68409 -0.38
C -1.69025 1.61823 -1.10553 -0.16
C -0.21520 1.82903 -1.45159 -0.55
C 1.33589 -1.27498 1.02386 -0.24
C 0.02795 -1.01591 -1.01827 -0.51
C 0.23677 -1.65758 2.05846 -0.70
H 0.30860 2.20107 -0.57102 0.04
H -1.77092 1.11090 -0.14538 0.06
H 0.83430 -2.72197 -0.28681 0.12
H -2.16315 2.59526 -0.98555 0.07
H -0.09709 2.56557 -2.24593 0.05
H -2.19170 1.03313 -1.87503 0.07
H -0.73473 -0.62825 -0.34407 0.05
H -0.47816 -1.71391 -1.68365 0.07
H 2.25634 -1.74417 1.36485 0.14
```

Properties
energy above the lowest of the compared OMol25 structures with the same formula, charge and spin = 0.486 eV
F_max = 1.110 eV/Å
net charge = -1
SMILES string = CCSCN[C@@H](OC#N)C(=O)[O-]
E_HOMO = -4.8375 eV
orbital gap = 7.879 eV
electronic energy = -967.480638 Ha


> Which of these has the highest orbital gap?

C6H9N2O3S